(1)
Below is 3 unconnected molecules or ions with the total composition C16H31N2O5, with properties calculated with the ωB97M-V functional and the def2-TZVPD basis.

The geometry in XYZ format:
```
54
Properties=species:S:1:pos:R:3:nbo_charge:R:1
C -2.7434 -4.0111 -0.6810 -0.6093
C -3.3824 -3.2223 0.4999 -0.4004
C -2.4244 -2.1162 1.0508 -0.4198
C -2.1225 -2.2892 2.5484 -0.2240
N -1.6598 -1.0411 3.1985 -0.5902
C -0.4370 -0.5374 2.6265 0.2253
C 0.7715 -1.4769 2.9499 -0.2840
N 2.0989 -0.8446 2.6285 -0.4988
C 2.0242 0.5037 1.9794 -0.2696
C 0.8153 1.3664 2.4394 -0.1179
O -0.1187 0.6888 3.2783 -0.5017
H -3.5245 -4.3092 -1.3930 0.2203
H -2.0260 -3.3803 -1.2231 0.1981
H -2.2478 -4.9337 -0.3553 0.2085
H -4.2524 -2.7130 0.0656 0.2121
H -3.7217 -3.8939 1.2969 0.2082
H -1.4801 -2.1680 0.4869 0.1880
H -2.8917 -1.1351 0.8945 0.2195
H -3.0614 -2.5588 3.0545 0.2173
H -1.4270 -3.1247 2.7550 0.1594
H -1.4470 -1.2521 4.1714 0.3609
H -0.5126 -0.3821 1.5412 0.2046
H 0.6614 -2.4788 2.5244 0.2341
H 0.7446 -1.5989 4.0424 0.2263
H 2.7258 -0.8199 3.4312 0.4424
H 2.5650 -1.4610 1.9592 0.4406
H 2.9371 1.0429 2.2688 0.2331
H 2.0593 0.4445 0.8857 0.2509
H 1.1494 2.2574 2.9854 0.2125
H 0.2988 1.7281 1.5347 0.2382
O 0.0572 1.1822 -0.4008 -0.6606
C -0.6708 1.7892 -1.1548 0.8347
O -0.6735 1.5896 -2.4780 -0.4759
C -1.5570 2.5360 -3.1177 -0.0756
C -2.5198 2.9691 -2.0279 -0.4282
C -1.6465 2.8786 -0.7834 -0.5353
H -0.9552 3.3626 -3.4995 0.2040
H -2.0593 2.0516 -3.9516 0.2093
H -2.9473 3.9546 -2.1995 0.2392
H -3.3421 2.2548 -1.9524 0.2146
H -1.0894 3.8012 -0.6065 0.2521
H -2.2145 2.6054 0.1034 0.2469
O 2.4434 3.4710 -3.0631 -0.5672
C 2.9425 2.3911 -2.9331 0.7887
O 4.1610 2.0683 -3.4308 -0.4804
C 4.4268 0.6753 -3.2048 -0.0714
C 3.5278 0.2838 -2.0437 -0.4291
C 2.3234 1.1960 -2.2504 -0.5436
H 4.1902 0.1236 -4.1174 0.1858
H 5.4832 0.5436 -2.9792 0.2015
H 3.2831 -0.7785 -2.0281 0.2169
H 4.0204 0.5308 -1.0978 0.1906
H 1.5857 0.7517 -2.9160 0.2513
H 1.8597 1.4851 -1.3122 0.2473
```

Properties
Energy   -30305.6942 eV
Total charge   +1


(2)
Below is 4 unconnected molecules or ions with the total composition C16H31NO6, with properties calculated with the ωB97M-V functional and the def2-TZVPD basis.

The geometry in XYZ format:
```
54
Properties=species:S:1:pos:R:3:nbo_charge:R:1
O -1.2557 1.4617 -0.7853 -0.7802
C -2.5665 1.1971 -1.1628 0.9311
O -3.1527 1.9624 -1.9583 -0.8190
O -3.0867 0.2473 -0.5010 -0.8336
H -1.2396 0.6867 -0.1781 0.5066
C -0.3459 -2.0552 0.5501 -0.6460
C -0.6152 -2.0122 2.0853 0.1209
C -0.0709 -3.3412 2.6888 -0.3991
C 1.4503 -3.3221 2.8944 -0.4099
C 1.8056 -2.0768 3.6918 -0.3866
C 1.3134 -0.7438 3.0975 0.1119
N -0.1005 -0.8441 2.7632 -0.2310
O -0.7341 0.3625 2.4631 -0.8258
C 2.1292 -0.4214 1.8381 -0.6544
C 1.5320 0.3380 4.1469 -0.5971
C -2.1407 -2.1106 2.2016 -0.6028
H -1.0271 -2.7033 -0.0125 0.1951
H 0.6342 -2.4910 0.3187 0.1608
H -0.4806 -1.0682 0.1152 0.2284
H -0.3393 -4.0550 1.9067 0.1904
H -0.5813 -3.5021 3.6392 0.1940
H 1.9849 -3.2444 1.9457 0.1909
H 1.8487 -4.1381 3.5045 0.1814
H 2.8855 -1.9881 3.8837 0.1742
H 1.4445 -2.1392 4.7278 0.1849
H 1.6551 0.3905 1.2788 0.2399
H 2.2116 -1.2211 1.0967 0.1870
H 3.1550 -0.1252 2.1025 0.1661
H 0.8151 0.1361 4.9435 0.2124
H 1.4090 1.3140 3.6814 0.2326
H 2.5411 0.2609 4.5677 0.1607
H -2.6590 -1.3631 1.5977 0.2706
H -2.5091 -1.9868 3.2239 0.1915
H -2.4562 -3.0900 1.8258 0.1635
C -2.7454 6.4404 -5.1147 -0.7186
C -2.9279 5.6640 -3.8375 0.5899
O -3.9555 5.7077 -3.2065 -0.5342
C -1.7634 4.8118 -3.3512 -0.7197
H -1.8109 6.9990 -5.0348 0.2112
H -3.5656 7.1471 -5.2513 0.2162
H -2.7484 5.8221 -6.0131 0.2260
H -1.6029 3.9570 -4.0089 0.2448
H -2.0037 4.4676 -2.3489 0.2886
H -0.8502 5.4137 -3.3819 0.1911
C 3.0257 -2.3414 -2.5567 -0.7297
C 1.6777 -1.8208 -3.0022 0.6045
O 1.0141 -2.4553 -3.7848 -0.5605
C 1.2887 -0.4229 -2.5815 -0.7420
H 2.9010 -3.2757 -1.9984 0.2364
H 3.5518 -1.7065 -1.8456 0.2202
H 3.6143 -2.6188 -3.4308 0.2213
H 1.7371 0.3475 -3.2130 0.2251
H 1.4994 -0.1637 -1.5428 0.2484
H 0.2103 -0.2867 -2.6773 0.2712
```

Properties
Energy   -30867.8519 eV
Total charge   -2


(3)
Below is a molecular structure, C16H31NP2Sr, with properties calculated with the ωB97M-V functional and the def2-TZVPD basis.

The geometry in XYZ format:
```
51
Properties=species:S:1:pos:R:3:lowdin_charge:R:1
P 1.0227 1.7054 0.0925 0.8716
P -0.5855 -0.3908 -2.3444 0.6903
C 1.6954 1.1904 -1.5168 -0.4174
C 0.7516 0.8531 -2.6864 -0.4058
H 2.3498 0.3551 -1.2617 0.0745
H 2.3596 2.0283 -1.7944 0.0785
H 0.2732 1.7758 -3.0777 0.0796
H 1.3592 0.3710 -3.4651 0.0843
C 0.5093 -1.8514 -2.2838 -0.2528
H -0.1002 -2.7441 -2.0459 0.0585
H 1.2943 -1.6925 -1.5185 0.0406
H 0.9319 -1.8851 -3.3029 0.0465
C -1.3292 -0.5598 -4.0358 -0.2698
H -0.5455 -1.0171 -4.6642 0.0456
H -1.6495 0.4083 -4.4703 0.0492
H -2.1989 -1.2393 -3.9565 0.0553
C 2.6203 2.3472 0.7179 -0.2477
H 2.5206 2.8338 1.6937 0.0490
H 3.0743 3.0557 0.0056 0.0435
H 3.3112 1.5005 0.8415 0.0535
C -0.0177 3.1062 -0.3746 -0.2831
H -0.6984 2.8735 -1.2275 -0.0234
H 0.6617 3.8938 -0.7212 0.0507
H -0.5883 3.4515 0.5022 0.0463
Sr -2.3860 1.1763 -1.1994 1.0485
C -0.5618 -2.8619 1.1777 -0.1106
C 0.7203 -3.1662 0.9859 -0.1378
C 1.7555 -2.1999 1.3793 -0.1937
C 1.6373 -1.7312 2.8719 -0.1807
C 1.5218 -0.2636 2.9630 -0.1219
C 0.5654 0.3253 2.2246 -0.2366
C -0.5258 -0.2988 1.3499 -0.2965
C -1.1336 -1.6240 1.8242 -0.1716
C -3.1158 1.9195 1.2352 -0.3559
H -1.3232 -3.5197 0.7695 0.1002
H 1.0275 -4.0663 0.4352 0.1071
H 1.5268 -1.3112 0.7964 0.0648
H 2.7668 -2.5083 1.0905 0.1139
H 0.7067 -2.1173 3.3301 0.1075
H 2.4827 -2.1669 3.4320 0.1127
H 2.1160 0.2570 3.7277 0.1094
H 0.3671 1.4035 2.4070 0.0866
H -0.1788 -0.4753 0.3171 0.0064
H -1.3306 0.4487 1.1471 0.0216
H -1.1353 -1.6377 2.9162 0.1182
H -2.2030 -1.6466 1.5521 0.1155
H -4.0656 2.4004 0.9241 -0.0666
H -2.5041 2.6388 1.7923 -0.0776
H -3.3680 1.0639 1.8794 -0.0531
N -5.6532 -0.4310 0.0725 -0.1454
C -4.7312 0.0231 -0.5069 -0.4819
```

Properties
Energy   -37992.4428 eV


(4)
Below is a molecular structure, C16H31O18Tl, with properties calculated with the ωB97M-V functional and the def2-TZVPD basis.

The geometry in XYZ format:
```
66
Properties=species:S:1:pos:R:3:lowdin_charge:R:1
Tl -0.2251 -1.0512 2.9402 1.2823
O 0.2574 0.0614 -0.9486 0.0573
C 0.5899 -0.1588 0.2948 -0.7549
O 1.5485 -0.8028 0.7316 0.2033
O -0.1832 0.2521 1.1720 -0.1159
H -0.6211 0.2937 -0.6390 0.0436
C 1.2393 2.8653 1.9288 -0.0681
O -0.0924 3.1682 2.3630 0.1131
C -0.7059 2.2600 3.1404 -0.4543
O -0.5312 1.0681 3.0631 -0.0910
O -1.7404 2.9129 3.8055 0.0228
C -2.4753 2.1059 4.7047 -0.0385
H 1.9857 2.7019 2.7062 0.1512
H 1.6917 3.6535 1.3269 0.1041
H 1.3210 1.9812 1.2965 0.0000
H -3.3727 2.7241 4.7296 0.1234
H -2.0498 2.2085 5.7030 0.1208
H -2.6825 1.0896 4.3695 0.0823
C 0.8196 -0.4987 -3.2107 -0.0602
O 1.1758 -1.8484 -3.4478 0.0773
C 1.9431 -2.4693 -2.5296 -0.5466
O 2.4885 -2.0280 -1.5101 0.1374
O 2.2486 -3.6528 -2.9666 0.0567
C 3.0853 -4.5427 -2.1539 0.0418
H -0.2500 -0.3212 -3.3231 0.0925
H 1.1537 0.1681 -4.0056 0.1227
H 1.0920 -0.0411 -2.2597 0.0549
H 3.3047 -5.4162 -2.7680 0.1089
H 2.5883 -4.8504 -1.2340 0.1078
H 4.0359 -4.0234 -2.0324 0.1042
C -1.4291 -2.6138 -1.0914 -0.0030
O -2.7029 -2.4380 -0.5103 0.0561
C -2.6520 -2.1357 0.7936 -0.4976
O -1.6226 -1.9271 1.4564 -0.0979
O -3.8411 -1.8601 1.2969 0.0768
C -4.0037 -1.4131 2.6437 -0.0159
H -0.8691 -1.6822 -1.1728 0.0731
H -1.7162 -3.0239 -2.0596 0.1313
H -0.8898 -3.3164 -0.4561 0.1193
H -3.1013 -1.6491 3.2076 0.0845
H -4.8490 -1.6903 3.2736 0.1320
H -4.0438 -0.3239 2.6356 0.0435
C -3.0632 1.0032 1.8172 0.0007
O -2.4990 1.7584 0.6897 0.0880
C -2.0872 1.2071 -0.4218 -0.5428
O -2.1048 -0.0033 -0.6216 0.1182
O -1.5687 2.1569 -1.2067 0.0567
C -1.3075 1.8816 -2.5665 0.0088
H -3.8785 0.4007 1.4167 0.1016
H -3.3600 1.5602 2.7059 0.1041
H -2.3475 0.1932 1.9576 0.0457
H -2.1736 1.3365 -2.9419 0.1242
H -0.4860 1.1720 -2.6657 0.0430
H -1.1172 2.7814 -3.1515 0.1268
C 2.4955 2.2559 0.4146 -0.0995
O 3.2079 2.1399 -0.7972 0.1432
C 3.3268 0.9103 -1.3051 -0.4657
O 2.8667 -0.1112 -0.8571 0.1796
O 4.1115 0.8867 -2.3843 0.0886
C 4.2273 -0.2997 -3.2477 0.0520
H 2.4964 3.2863 0.7703 0.1080
H 2.9435 1.6613 1.2107 0.1596
H 1.4736 1.8768 0.4177 0.0738
H 3.4705 -1.0786 -3.1552 0.0688
H 5.2242 -0.6887 -3.0401 0.1186
H 4.2310 -0.0224 -4.3019 0.1166
```

Properties
Energy   -58609.2651 eV
Total charge   +2


(5)
Below is a molecular structure, C16H31O8Rb, with properties calculated with the ωB97M-V functional and the def2-TZVPD basis.

The geometry in XYZ format:
```
56
Properties=species:S:1:pos:R:3:nbo_charge:R:1
Rb 3.2507 -1.7126 5.8703 0.9975
O -0.2890 -0.1319 0.5963 -0.7378
C 1.0193 -0.3858 0.4242 0.9184
O 1.4374 -0.3727 -0.7310 -0.8178
O 1.8052 -0.6406 1.3640 -0.8446
H -0.3935 0.0269 -0.3447 0.4864
C 0.0929 -4.9632 -3.0043 -0.7258
C 0.0955 -6.2935 -2.2482 0.5931
O -0.3868 -7.3322 -2.7180 -0.5553
C 0.6876 -6.2408 -0.8879 -0.7323
H -0.1036 -4.1016 -2.3662 0.2371
H -0.5568 -4.8845 -3.8760 0.2325
H 1.1008 -4.8024 -3.3869 0.2366
H 1.0693 -5.2623 -0.5965 0.2312
H 1.4129 -7.0517 -0.8212 0.2397
H -0.0796 -6.4616 -0.1458 0.2428
C -1.4869 3.1011 4.1418 -0.7260
C -0.1861 2.8254 4.8496 0.6054
O -0.0924 1.8766 5.6220 -0.5856
C 0.9694 3.7541 4.6723 -0.7201
H -1.8366 2.2611 3.5416 0.2571
H -1.3643 3.9260 3.4398 0.2175
H -2.2830 3.4093 4.8196 0.2409
H 1.6705 3.6580 5.5013 0.2248
H 0.6340 4.7908 4.6405 0.2288
H 1.4103 3.5939 3.6884 0.2565
C -1.3087 7.2494 -1.9911 -0.7213
C -0.3119 6.1866 -1.4587 0.6018
O 0.5397 6.5102 -0.5997 -0.5536
C -0.3339 4.8091 -2.1404 -0.7295
H -1.0038 7.5431 -2.9955 0.2321
H -1.1965 8.0909 -1.3074 0.2333
H -2.3419 6.9048 -2.0330 0.2246
H -1.1003 4.1586 -1.7191 0.2418
H 0.6328 4.3298 -1.9860 0.2451
H -0.4574 4.8655 -3.2219 0.2254
C -4.9612 -3.4438 5.6926 -0.7205
C -4.5871 -3.5492 4.2806 0.5872
O -5.4339 -3.6343 3.4613 -0.5327
C -3.1071 -3.5765 3.9412 -0.7245
H -6.0155 -3.6647 5.8589 0.2405
H -4.8683 -2.3737 5.8782 0.2361
H -4.2776 -3.9288 6.3895 0.2182
H -2.7804 -4.5607 4.2770 0.2237
H -2.5502 -2.7292 4.3413 0.2281
H -2.9622 -3.5679 2.8609 0.2438
C 4.6585 1.2600 -5.5430 -0.7232
C 4.0737 0.3296 -6.5637 0.5933
O 3.9481 0.7460 -7.7008 -0.5506
C 3.5738 -1.0233 -6.0856 -0.7204
H 5.6053 0.9072 -5.1343 0.2299
H 3.9870 1.3179 -4.6864 0.2339
H 4.7161 2.2641 -5.9633 0.2340
H 2.7256 -0.8364 -5.4271 0.2432
H 4.3633 -1.5576 -5.5571 0.2283
H 3.1769 -1.6125 -6.9124 0.2316
```

Properties
Energy   -34127.7882 eV


Lowest unoccupied orbital energy values, unit Ha, following the record order: -0.12011 0.16629 -0.02745 -0.43042 -0.07751.
HOMO-LUMO gap values, unit eV, following the record order: 9.005 3.446 5.738 3.561 4.320.